{
  "formula": "C2H4N4O",
  "method": "ωB97M-V with the def2-TZVPD basis set",
  "homo_ev": -9.514,
  "charge": 0,
  "homo_lumo_gap_ev": 10.3,
  "de_lowest_kcal_mol": 64.6,
  "smiles": "[H]/N=C(\\O)N1N=C1N",
  "e_tot_ev": -10144.3313,
  "symbols": ["H", "N", "C", "O", "N", "N", "C", "N", "H", "H", "H"],
  "coordinates": [[-1.82950, -0.86712, 1.53521], [-0.95172, -0.57333, 1.10802], [-1.16684, -0.06374, -0.02965], [-2.37434, 0.11194, -0.59126], [-0.12856, 0.45991, -0.85488], [0.83442, -0.72186, -1.41693], [1.13727, 0.03721, -0.46567], [2.07769, 0.44309, 0.39605], [-2.22872, 0.53135, -1.45363], [2.85725, -0.18296, 0.54085], [1.73400, 0.90661, 1.22515]],
  "forces_ev_per_a": [[0.1, 0.0, 0.0], [-0.2, 0.1, -0.3], [0.2, -0.1, 0.3], [0.1, 0.0, -0.1], [-0.2, 0.2, 0.1], [0.3, 0.1, 0.3], [0.0, -0.2, -0.2], [-0.1, -0.1, 0.0], [-0.1, -0.1, 0.1], [-0.1, 0.1, 0.0], [0.0, -0.1, -0.1]]
}


{
  "formula": "C5H4Cl2N4O3",
  "method": "ωB97M-V with the def2-TZVPD basis set",
  "homo_ev": -10.485,
  "charge": 0,
  "homo_lumo_gap_ev": 10.2,
  "de_lowest_kcal_mol": 11.6,
  "smiles": "[H]/N=C1/NC(=O)NC(=O)C1(Cl)Cl.N=C=O",
  "e_tot_ev": -42398.0931,
  "symbols": ["H", "N", "C", "N", "C", "O", "N", "C", "O", "C", "Cl", "Cl", "H", "H", "N", "C", "O", "H"],
  "coordinates": [[-0.10006, -1.99010, -2.66008], [0.07703, -0.95132, -2.45711], [0.52376, -0.66337, -1.31133], [0.88468, 0.65050, -1.11588], [1.15295, 1.28316, 0.03764], [1.76402, 2.30077, 0.13343], [0.73211, 0.69361, 1.20171], [0.41144, -0.63220, 1.35058], [0.17505, -1.12427, 2.42668], [0.69815, -1.46348, 0.04124], [-0.31589, -2.86038, -0.03067], [2.47085, -1.87880, 0.19401], [1.04476, 1.09517, -2.02880], [0.97487, 1.14867, 2.05628], [-2.47534, -0.09666, 1.43099], [-2.48109, -0.16348, 0.20865], [-2.30414, -0.10437, -0.90933], [-2.81413, -0.67781, 2.18070]],
  "forces_ev_per_a": [[0.2, 2.0, 0.9], [0.4, -2.5, -0.1], [-0.6, -0.2, 1.0], [0.0, -0.1, -2.1], [0.8, 0.2, 0.7], [0.6, 1.8, -0.5], [-0.9, -1.8, 0.2], [0.8, -0.3, 0.4], [-0.1, 0.0, -1.0], [0.0, 0.3, -0.8], [-0.1, -0.6, 0.2], [-0.8, 0.1, -0.1], [0.0, 0.3, 1.0], [0.0, 0.6, 0.3], [-0.2, 0.2, -1.4], [-0.2, -0.3, 5.2], [0.0, 0.2, -3.3], [0.0, -0.1, -0.5]]
}


Number 1: LUMO level 0.773 eV. Number 2: LUMO level -0.295 eV.